Record 1
{"formula": "C22H51Br2F3N4O6", "method": "ωB97M-V/def2-TZVPD", "symbols": ["O", "C", "O", "C", "C", "C", "C", "F", "Br", "C", "F", "F", "Br", "H", "H", "H", "H", "H", "H", "H", "C", "C", "C", "O", "C", "N", "H", "H", "H", "H", "H", "H", "H", "H", "H", "H", "H", "C", "C", "C", "O", "C", "N", "H", "H", "H", "H", "H", "H", "H", "H", "H", "H", "H", "C", "C", "C", "O", "C", "N", "H", "H", "H", "H", "H", "H", "H", "H", "H", "H", "H", "C", "C", "C", "O", "C", "N", "H", "H", "H", "H", "H", "H", "H", "H", "H", "H", "H"], "xyz": [[-0.3003, 0.2362, 2.4576], [-0.9250, 0.2148, 1.4397], [-0.9215, -0.8287, 0.6027], [-2.2050, -1.1595, 0.0395], [-3.0861, -1.8287, 1.0867], [-4.5928, -1.9154, 0.7659], [-5.3292, -0.7015, 0.2025], [-4.9927, -0.4882, -1.1122], [-7.2331, -1.1442, 0.2271], [-5.0906, 0.6499, 0.9823], [-4.1564, 1.3695, 0.3216], [-4.6064, 0.3696, 2.2079], [-6.6430, 1.8002, 1.1948], [-1.5072, 1.0801, 1.1002], [-1.9774, -1.8644, -0.7572], [-2.6429, -0.2735, -0.4087], [-2.9345, -1.3890, 2.0683], [-2.7421, -2.8607, 1.1671], [-4.7341, -2.7004, 0.0217], [-5.1313, -2.2424, 1.6519], [3.9984, 1.3348, 1.4438], [2.9150, 0.3133, 1.7772], [3.3677, -0.7909, 2.7384], [4.1887, -1.7844, 2.1554], [5.5579, -1.4462, 2.0478], [2.3667, -0.2240, 0.5289], [4.7226, 0.9399, 0.7289], [3.5501, 2.2212, 0.9996], [4.5360, 1.6496, 2.3410], [2.1064, 0.8433, 2.2854], [2.4773, -1.3173, 3.0906], [3.8647, -0.3604, 3.6190], [5.8874, -0.8476, 2.9039], [5.7684, -0.9127, 1.1182], [6.1247, -2.3778, 2.0370], [1.5711, -0.8188, 0.7432], [3.0590, -0.8521, 0.1298], [2.5260, 7.5385, -0.0734], [3.8158, 6.7266, -0.0184], [3.5972, 5.2089, -0.0297], [3.1515, 4.6642, 1.1946], [1.7603, 4.7474, 1.4337], [4.6101, 7.1727, 1.1286], [2.0193, 7.5520, 0.8915], [2.7474, 8.5721, -0.3362], [1.8359, 7.1378, -0.8182], [4.3888, 6.9583, -0.9216], [4.5602, 4.7285, -0.2229], [2.9185, 4.9156, -0.8421], [1.1914, 4.6464, 0.5043], [1.4837, 5.6836, 1.9252], [1.4963, 3.9238, 2.0974], [5.5215, 6.7257, 1.1055], [4.1703, 6.8146, 1.9717], [7.7657, -2.7462, -0.6405], [7.7129, -1.7227, -1.7697], [9.0806, -1.3921, -2.3786], [9.8924, -0.5478, -1.5891], [10.6269, -1.1879, -0.5645], [7.0077, -0.5290, -1.2926], [8.1265, -2.3030, 0.2878], [6.7659, -3.1324, -0.4449], [8.4119, -3.5893, -0.8917], [7.1145, -2.1551, -2.5773], [8.9152, -0.8439, -3.3094], [9.6264, -2.3110, -2.6326], [10.9512, -2.1864, -0.8735], [10.0534, -1.2695, 0.3622], [11.5082, -0.5787, -0.3676], [6.8538, 0.1103, -2.0664], [7.6324, -0.0279, -0.6665], [-11.8064, -1.9633, -2.4675], [-10.5534, -2.7981, -2.2241], [-10.7368, -4.2945, -2.5031], [-11.4532, -4.9998, -1.5112], [-12.8624, -4.9268, -1.6046], [-10.0634, -2.5376, -0.8680], [-12.5292, -2.0792, -1.6600], [-11.5458, -0.9069, -2.5182], [-12.2916, -2.2396, -3.4053], [-9.7852, -2.4483, -2.9207], [-9.7477, -4.7588, -2.5281], [-11.1979, -4.4534, -3.4873], [-13.1895, -4.8952, -2.6483], [-13.2643, -4.0579, -1.0777], [-13.2655, -5.8249, -1.1383], [-9.1708, -3.0072, -0.7444], [-10.6869, -3.0058, -0.2158]], "forces_ev_per_a": [[0.15, -0.07, -0.10], [0.19, 0.41, 0.35], [-0.19, -0.56, 0.12], [0.27, -0.02, -0.22], [-0.22, -0.15, -0.09], [0.45, -0.07, -0.23], [-0.46, 0.02, 0.10], [0.03, 0.02, 0.41], [0.13, -0.33, -0.25], [-0.15, 0.18, -0.21], [-0.05, -0.23, 0.29], [-0.12, 0.06, -0.18], [0.43, 0.19, 0.06], [-0.30, -0.02, -0.16], [-0.05, 0.10, -0.11], [-0.09, 0.16, 0.02], [0.04, 0.25, 0.00], [0.00, -0.02, 0.19], [-0.17, 0.06, -0.09], [0.07, 0.04, 0.08], [0.02, 0.02, -0.01], [0.20, 0.05, -0.14], [-0.17, 0.00, 0.06], [0.08, -0.02, 0.06], [-0.03, -0.08, -0.09], [-0.10, -0.11, 0.10], [0.00, -0.07, 0.02], [0.00, 0.01, -0.02], [0.01, 0.00, 0.00], [-0.02, -0.03, 0.06], [0.00, -0.03, -0.03], [0.03, 0.04, -0.03], [-0.01, 0.04, -0.01], [0.06, 0.05, 0.05], [-0.03, -0.02, 0.02], [-0.03, 0.05, -0.01], [0.04, 0.07, -0.06], [-0.01, 0.03, -0.06], [-0.09, 0.06, 0.11], [0.12, -0.06, -0.10], [-0.08, 0.11, 0.05], [0.05, -0.10, 0.07], [0.05, -0.13, -0.03], [0.00, -0.04, 0.02], [0.02, 0.01, 0.03], [0.00, -0.01, 0.01], [0.01, -0.04, -0.03], [0.00, -0.02, 0.03], [-0.03, 0.06, 0.00], [-0.02, 0.02, -0.01], [-0.02, 0.03, -0.06], [0.00, -0.01, -0.02], [0.02, 0.06, -0.04], [-0.03, 0.05, 0.02], [-0.05, -0.09, -0.01], [0.00, 0.03, 0.17], [-0.04, -0.01, -0.15], [0.02, -0.01, 0.08], [0.02, 0.08, -0.02], [0.08, 0.04, -0.11], [0.04, 0.03, -0.01], [-0.01, 0.03, 0.02], [0.02, 0.02, -0.02], [0.02, 0.01, -0.05], [0.01, 0.03, 0.01], [-0.03, -0.03, 0.04], [-0.01, -0.02, 0.01], [0.00, -0.06, -0.01], [0.00, 0.01, -0.01], [-0.08, -0.04, -0.01], [-0.02, -0.01, 0.05], [0.01, 0.04, -0.06], [-0.15, 0.10, 0.06], [0.13, -0.03, -0.07], [-0.07, 0.02, 0.04], [0.03, -0.06, 0.05], [0.12, -0.18, 0.02], [0.00, -0.04, 0.01], [0.01, 0.01, 0.04], [0.00, -0.01, 0.00], [0.03, -0.04, -0.02], [-0.01, -0.02, 0.03], [-0.03, 0.05, 0.00], [-0.01, 0.02, -0.01], [-0.01, 0.03, -0.05], [0.01, -0.01, 0.00], [0.01, 0.02, -0.03], [-0.05, 0.06, 0.02]], "charge": 0, "homo_ev": -8.59, "max_force_ha_per_bohr": 0.0118, "multiplicity": 1, "e_tot_ev": -190121.21531, "lumo_energy_ev": 0.26}

---

Record 2
{"formula": "C22H51FNSbSi5Zr", "method": "ωB97M-V/def2-TZVPD", "symbols": ["Zr", "C", "Si", "C", "C", "N", "C", "C", "C", "C", "C", "C", "F", "H", "H", "H", "H", "H", "H", "H", "H", "H", "H", "H", "H", "H", "C", "Si", "C", "C", "Sb", "Si", "C", "C", "C", "Si", "C", "C", "C", "H", "H", "H", "H", "H", "H", "H", "H", "H", "H", "H", "H", "H", "H", "H", "H", "H", "H", "H", "H", "H", "H", "H", "H", "H", "H", "H", "C", "Si", "C", "C", "C", "H", "H", "H", "H", "H", "H", "H", "H", "H", "H", "H"], "xyz": [[-0.0827, -0.0609, -0.9815], [0.5900, -2.5511, -0.7797], [-0.8434, -2.8568, -2.0157], [-0.1059, -3.2674, -3.6662], [-2.0758, -4.0847, -1.3752], [-1.4474, -1.1976, -1.9693], [-2.2459, -0.5966, -2.9474], [-3.0362, -1.2311, -3.9052], [-3.7594, -0.4734, -4.8172], [-3.7252, 0.9149, -4.8036], [-2.9575, 1.5849, -3.8556], [-2.2729, 0.7836, -2.9912], [-1.4463, 1.3792, -1.9616], [1.0556, -3.5021, -0.5111], [0.3006, -2.1519, 0.2126], [1.4462, -1.9778, -1.1800], [0.4089, -4.2298, -3.6041], [0.6218, -2.5228, -3.9943], [-0.8657, -3.3626, -4.4427], [-1.9930, -5.0361, -1.9022], [-3.0914, -3.7085, -1.5121], [-1.9430, -4.2807, -0.3096], [-3.0945, -2.3118, -3.9313], [-4.3661, -0.9804, -5.5548], [-4.2964, 1.4826, -5.5237], [-2.9012, 2.6629, -3.8007], [2.9184, -0.6768, 3.5884], [1.0799, -0.7092, 3.8671], [0.5663, 0.3052, 5.3354], [0.3946, -2.4393, 3.8982], [-0.0147, 0.4544, 1.7893], [-2.6108, 0.3919, 2.0795], [-3.0401, 0.9695, 3.8012], [-3.0652, -1.4048, 1.8301], [-3.3990, 1.4557, 0.7557], [0.7279, 2.9475, 1.6104], [2.5921, 2.9244, 1.6448], [0.0152, 3.9297, 3.0226], [0.1141, 3.5492, -0.0557], [3.3819, -1.3047, 4.3546], [3.3268, 0.3285, 3.6973], [3.2199, -1.0634, 2.6148], [1.0706, -0.1011, 6.2168], [-0.5086, 0.2742, 5.5166], [0.8635, 1.3503, 5.2365], [0.9028, -2.9934, 4.6919], [0.5618, -2.9760, 2.9628], [-0.6738, -2.4541, 4.1182], [-2.8449, 0.1906, 4.5402], [-4.1082, 1.1989, 3.8317], [-2.5017, 1.8662, 4.1103], [-2.4864, -2.0740, 2.4692], [-2.9246, -1.7213, 0.7924], [-4.1211, -1.5415, 2.0773], [-2.9185, 2.4267, 0.6294], [-4.4343, 1.6465, 1.0488], [-3.4218, 0.9568, -0.2170], [2.9831, 2.5353, 2.5854], [2.9633, 3.9454, 1.5248], [3.0112, 2.3220, 0.8353], [0.5762, 3.7586, 3.9424], [-1.0323, 3.6982, 3.2216], [0.0771, 4.9943, 2.7845], [0.5857, 3.0297, -0.8992], [0.3833, 4.6038, -0.1573], [-0.9675, 3.4750, -0.1737], [4.0990, 1.9248, -2.1010], [3.3092, 0.2281, -2.0549], [3.5554, -0.5373, -0.3430], [3.9829, -0.9270, -3.3522], [1.4356, 0.4297, -2.3954], [4.9891, 1.9035, -2.7324], [4.4190, 2.2531, -1.1107], [3.4342, 2.6879, -2.5083], [4.5301, -0.2297, 0.0442], [3.5535, -1.6293, -0.3617], [2.8147, -0.2070, 0.3957], [5.0597, -1.0647, -3.2325], [3.8079, -0.5379, -4.3566], [3.5205, -1.9156, -3.2856], [1.1070, -0.2921, -3.1686], [1.2667, 1.4210, -2.8369]], "forces_ev_per_a": [[-0.05, -0.43, -1.03], [0.04, 0.06, 0.11], [-0.04, 0.18, 0.00], [0.02, -0.09, 0.09], [0.07, 0.01, 0.06], [0.12, -0.09, -0.01], [-0.16, 0.08, -0.04], [0.01, 0.03, 0.04], [-0.02, 0.00, -0.02], [-0.02, 0.00, -0.01], [0.01, 0.02, 0.06], [-0.01, 0.04, 0.06], [0.03, 0.02, 0.03], [-0.04, -0.04, -0.05], [0.02, -0.02, 0.02], [0.01, 0.00, 0.00], [0.00, 0.00, -0.02], [-0.02, 0.02, 0.00], [-0.01, 0.01, 0.00], [0.00, -0.01, 0.01], [-0.01, -0.01, -0.03], [-0.01, 0.01, 0.00], [0.01, -0.01, 0.00], [0.00, 0.00, 0.00], [0.00, 0.00, 0.00], [-0.01, 0.00, -0.01], [-0.05, 0.05, -0.04], [0.07, -0.05, 0.03], [-0.02, 0.03, -0.08], [-0.06, 0.07, -0.07], [-0.16, 0.30, 0.81], [-0.12, -0.08, 0.15], [0.10, 0.03, -0.07], [0.07, 0.04, -0.05], [0.14, 0.01, 0.00], [0.14, 0.09, 0.08], [-0.05, -0.09, -0.08], [-0.10, -0.13, -0.03], [-0.02, -0.14, -0.01], [0.02, 0.01, 0.01], [0.00, 0.01, 0.00], [-0.03, -0.05, 0.00], [-0.02, 0.01, 0.03], [0.01, -0.04, -0.01], [0.04, -0.01, 0.00], [-0.01, -0.01, 0.01], [0.03, 0.00, 0.01], [0.00, 0.01, 0.01], [0.00, -0.02, -0.02], [-0.02, -0.03, 0.03], [-0.01, 0.01, -0.05], [-0.02, 0.02, 0.03], [-0.01, 0.04, 0.01], [-0.02, -0.02, -0.01], [-0.01, 0.03, 0.06], [-0.03, -0.03, -0.03], [-0.01, -0.03, 0.03], [-0.02, 0.03, 0.04], [0.01, 0.02, 0.01], [-0.03, 0.02, 0.00], [0.01, -0.01, 0.00], [0.00, 0.02, -0.05], [0.04, 0.02, 0.01], [0.06, 0.00, 0.04], [-0.01, 0.01, -0.04], [-0.03, 0.04, 0.04], [-0.02, -0.01, 0.03], [-0.06, 0.01, -0.05], [0.04, 0.04, -0.02], [0.03, 0.02, 0.07], [0.02, -0.07, 0.00], [0.01, 0.00, 0.00], [-0.01, 0.01, 0.00], [0.00, 0.00, -0.02], [0.01, -0.04, 0.00], [-0.02, -0.01, 0.01], [0.02, 0.02, -0.01], [0.00, 0.00, 0.01], [0.00, 0.00, 0.00], [-0.01, 0.00, -0.02], [0.17, 0.07, -0.08], [-0.02, 0.01, 0.05]], "charge": 2, "homo_ev": -13.87, "e_above_lowest_kcal_mol": 0.0, "max_force_ha_per_bohr": 0.0217, "multiplicity": 1, "e_tot_ev": -75046.92871, "lumo_energy_ev": -6.67}